No. 1
A molecular structure, C14H20BCoNO7S4Se. Source: the Open Molecules 2025 dataset; level of theory: ωB97M-V/def2-TZVPD.

Positions of all 49 atoms, in Å:
1 Co 0.464 -1.088 -0.224
2 C 2.798 -3.302 0.743
3 C 2.913 -1.989 1.511
4 S 2.732 -0.630 0.335
5 C 2.506 0.850 1.335
6 C 1.962 1.944 0.419
7 S 0.381 1.500 -0.376
8 C 0.785 1.620 -2.139
9 C 1.686 0.522 -2.700
10 S 0.870 -1.087 -2.519
11 C 2.258 -2.252 -2.554
12 C 1.809 -3.558 -1.900
13 S 1.230 -3.462 -0.178
14 H 2.833 -4.124 1.456
15 H 3.625 -3.423 0.041
16 H 3.882 -1.922 2.006
17 H 2.110 -1.914 2.243
18 H 3.461 1.159 1.760
19 H 1.797 0.616 2.127
20 H 2.682 2.202 -0.359
21 H 1.781 2.840 1.012
22 H 1.227 2.597 -2.335
23 H -0.190 1.598 -2.630
24 H 2.646 0.493 -2.180
25 H 1.872 0.711 -3.758
26 H 3.105 -1.810 -2.027
27 H 2.550 -2.440 -3.588
28 H 2.603 -4.302 -1.971
29 H 0.946 -3.960 -2.435
30 O -1.318 -1.399 3.947
31 Se -0.776 -1.911 2.538
32 O -2.195 -2.131 1.436
33 O 0.063 -0.736 1.726
34 O 0.054 -3.289 2.516
35 O -2.669 0.949 -0.602
36 B -2.760 0.008 0.437
37 O -3.507 0.487 1.512
38 C -3.873 1.753 1.134
39 C -4.612 2.672 1.839
40 C -4.838 3.904 1.223
41 C -4.339 4.183 -0.042
42 C -3.587 3.241 -0.748
43 C -3.371 2.033 -0.131
44 H -4.993 2.442 2.824
45 H -5.416 4.656 1.743
46 H -4.535 5.148 -0.491
47 H -3.197 3.445 -1.736
48 O -1.290 -1.589 -0.600
49 N -2.166 -1.256 0.359

As for the spin multiplicity: 2. The value obtained for the energy above the lowest of the compared OMol25 structures with the same formula, charge and spin is 0.00 kJ/mol. The HOMO-LUMO gap (spin up / spin down) is 0.2742 / 0.2777 hartree.

=====

No. 2
A molecular structure, C14H20BrN3O2RuS. Source: the Open Molecules 2025 dataset; level of theory: ωB97M-V/def2-TZVPD.

Positions of all 42 atoms, in Å:
1 Ru 0.022 -0.414 -0.734
2 N -4.992 1.473 -0.082
3 C -3.488 1.243 -0.004
4 C -3.137 0.823 1.417
5 C -1.637 0.837 1.720
6 N -0.896 -0.334 1.139
7 C -0.987 2.151 1.307
8 C -1.282 2.520 -0.143
9 N -0.501 1.627 -1.062
10 C -2.782 2.521 -0.435
11 H -5.520 0.633 0.176
12 H -5.287 1.738 -1.027
13 H -5.292 2.224 0.549
14 H -3.304 0.436 -0.711
15 H -3.568 -0.154 1.652
16 H -3.584 1.535 2.119
17 H -1.544 0.733 2.802
18 H -1.460 -1.177 1.247
19 H -0.096 -0.488 1.756
20 H 0.089 2.126 1.491
21 H -1.385 2.940 1.948
22 H -0.934 3.538 -0.322
23 H 0.423 2.056 -1.130
24 H -0.880 1.701 -2.005
25 H -2.969 2.730 -1.492
26 H -3.194 3.366 0.127
27 Br 5.037 0.412 0.344
28 C 4.898 -1.346 -0.111
29 C 6.134 -2.073 -0.115
30 C 6.164 -3.395 -0.478
31 C 4.971 -4.019 -0.837
32 C 3.736 -3.307 -0.821
33 C 3.672 -1.988 -0.457
34 C 2.320 -1.347 -0.447
35 O 1.346 -2.010 -0.969
36 O 2.076 -0.212 0.047
37 H 7.040 -1.551 0.164
38 H 7.097 -3.941 -0.486
39 H 4.969 -5.062 -1.128
40 H 2.824 -3.819 -1.098
41 S -2.622 -1.674 -2.355
42 C -1.478 -1.051 -1.558

Its total charge is +3. As for the spin multiplicity: 2. The value obtained for the energy above the lowest of the compared OMol25 structures with the same formula, charge and spin is 0.00 kJ/mol. The HOMO-LUMO gap (spin up / spin down) is 0.3130 / 0.2110 hartree.

=====

No. 3
A molecular structure, C14H20Ca2ClO16 at a distorted geometry. Source: the Open Molecules 2025 dataset; level of theory: ωB97M-V/def2-TZVPD.

Positions of all 53 atoms, in Å:
1 Ca -11.299 -1.447 -17.553
2 Ca -12.869 -4.355 -22.773
3 Cl -11.512 -4.846 -19.164
4 O -10.213 -4.444 -19.650
5 O -11.845 -3.841 -18.159
6 O -12.412 -4.838 -20.339
7 O -11.414 -6.121 -18.601
8 C -7.901 -9.738 -19.092
9 C -8.924 -8.781 -19.695
10 O -9.724 -9.625 -20.466
11 C -9.396 -10.947 -20.252
12 O -9.887 -11.848 -20.841
13 O -8.562 -10.984 -19.219
14 H -7.666 -9.623 -18.039
15 H -6.995 -9.613 -19.687
16 H -8.325 -8.092 -20.292
17 H -9.478 -8.261 -18.908
18 C -7.297 -4.975 -17.504
19 C -7.296 -6.410 -16.955
20 O -7.026 -7.110 -18.162
21 C -6.565 -6.321 -19.140
22 O -6.067 -6.648 -20.169
23 O -6.837 -5.039 -18.838
24 H -6.753 -4.268 -16.877
25 H -8.311 -4.557 -17.558
26 H -8.305 -6.707 -16.672
27 H -6.599 -6.549 -16.131
28 C -11.167 -5.826 -15.342
29 C -12.188 -6.986 -15.142
30 C -11.674 -8.160 -14.327
31 O -12.157 -7.876 -13.024
32 C -13.171 -6.942 -13.098
33 O -13.806 -6.593 -12.179
34 O -13.248 -6.481 -14.411
35 H -11.746 -4.959 -15.657
36 H -10.323 -6.075 -15.985
37 H -10.731 -5.689 -14.349
38 H -12.616 -7.362 -16.077
39 H -10.586 -8.193 -14.211
40 H -11.956 -9.175 -14.611
41 C -13.377 -8.428 -20.641
42 C -13.363 -9.889 -20.267
43 C -13.249 -10.103 -18.736
44 O -14.012 -11.299 -18.537
45 C -15.005 -11.294 -19.456
46 O -15.917 -12.037 -19.521
47 O -14.758 -10.244 -20.292
48 H -13.538 -8.248 -21.709
49 H -12.484 -7.946 -20.233
50 H -14.234 -7.923 -20.188
51 H -12.777 -10.586 -20.865
52 H -13.739 -9.243 -18.277
53 H -12.240 -10.343 -18.415

Its total charge is +3. As for the spin multiplicity: 1. The HOMO-LUMO gap is 0.1086 hartree.

=====

No. 4
A molecular structure, C14H20Cl3NO3Re at a distorted geometry. Source: the Open Molecules 2025 dataset; level of theory: ωB97M-V/def2-TZVPD.

Positions of all 42 atoms, in Å:
1 C -1.010 1.036 -1.701
2 C -1.321 -0.365 -1.779
3 C -0.069 -1.107 -1.563
4 C -2.422 -0.870 -2.643
5 C 0.965 -0.108 -1.342
6 C 0.373 1.168 -1.406
7 C 1.084 2.443 -1.108
8 C -1.995 2.118 -1.929
9 C 0.210 -2.395 -2.274
10 C 2.405 -0.396 -1.327
11 Re -0.990 -0.987 0.348
12 Cl -2.072 -2.786 -0.402
13 Cl -2.519 -1.295 2.144
14 Cl 0.637 -2.552 0.940
15 H -3.269 -0.186 -2.534
16 H -2.742 -1.867 -2.331
17 H -2.129 -0.892 -3.699
18 H -0.607 -3.106 -2.146
19 H 1.112 -2.857 -1.864
20 H 0.311 -2.195 -3.359
21 H 2.586 -1.409 -0.950
22 H 2.936 0.286 -0.658
23 H 2.833 -0.321 -2.339
24 H 1.848 2.288 -0.321
25 H 0.374 3.198 -0.729
26 H 1.583 2.855 -2.004
27 H -2.963 1.805 -1.508
28 H -2.158 2.311 -3.006
29 H -1.727 3.067 -1.444
30 O -1.485 0.865 0.719
31 H -1.401 1.052 1.704
32 O -1.181 1.273 3.382
33 C -0.239 0.481 3.400
34 C 0.618 0.114 4.593
35 C 1.965 -0.141 3.960
36 C 1.680 -0.050 2.449
37 O 2.550 0.174 1.614
38 N 0.308 -0.154 2.305
39 H 0.620 0.875 5.368
40 H 0.247 -0.828 5.006
41 H 2.715 0.596 4.252
42 H 2.339 -1.142 4.185

Its total charge is -2. As for the spin multiplicity: 4. The value obtained for the energy above the lowest of the compared OMol25 structures with the same formula, charge and spin is 130.38 kJ/mol. The HOMO-LUMO gap (spin up / spin down) is 0.1832 / 0.2470 hartree.

=====

No. 5
A molecular structure, C14H20ClI2O4PPtS2 at a distorted geometry. Source: the Open Molecules 2025 dataset; level of theory: ωB97M-V/def2-TZVPD.

Positions of all 45 atoms, in Å:
1 Pt 0.389 0.198 1.177
2 I -1.350 -0.977 3.248
3 C -2.769 0.461 2.555
4 I -1.961 2.218 1.708
5 H -3.387 0.738 3.398
6 H -3.342 -0.034 1.783
7 Cl 4.559 0.098 7.374
8 C 3.493 0.439 6.032
9 C 2.200 0.911 6.275
10 C 1.349 1.191 5.233
11 C 1.735 1.005 3.879
12 O 0.887 1.339 2.944
13 C 3.044 0.494 3.667
14 C 3.541 0.188 2.342
15 O 2.871 0.112 1.329
16 C 3.905 0.239 4.746
17 H 1.871 1.050 7.300
18 H 0.349 1.565 5.419
19 H 4.632 0.017 2.267
20 H 4.904 -0.144 4.547
21 C 0.094 -1.701 -4.921
22 C 0.524 -2.281 -3.588
23 C -0.495 -3.237 -3.004
24 O 0.883 -1.217 -2.654
25 P -0.012 -0.273 -1.777
26 S 1.108 1.161 -1.023
27 S -0.867 -1.215 -0.218
28 O -1.085 0.229 -2.831
29 C -1.968 1.375 -2.622
30 C -2.143 2.018 -3.978
31 C -3.280 0.923 -2.019
32 H -0.009 -2.514 -5.645
33 H 0.840 -0.995 -5.292
34 H -0.860 -1.185 -4.830
35 H 1.470 -2.800 -3.717
36 H -1.472 -2.752 -2.901
37 H -0.183 -3.602 -2.027
38 H -0.608 -4.087 -3.679
39 H -1.463 2.067 -1.951
40 H -2.614 1.314 -4.668
41 H -1.177 2.317 -4.388
42 H -2.778 2.903 -3.892
43 H -3.840 0.314 -2.735
44 H -3.878 1.798 -1.749
45 H -3.108 0.331 -1.118

As for the spin multiplicity: 1. The value obtained for the energy above the lowest of the compared OMol25 structures with the same formula, charge and spin is 90.27 kJ/mol. The HOMO-LUMO gap (spin up / spin down) is 0.2328 / 0.2328 hartree.